Entry 1:
Formula: CH15NO5
Source: OMol25
Level of theory: the ωB97M-V functional and the def2-TZVPD basis

* E: -13007.3699 eV
* charge: 0
* SMILES string: CN.O.O.O.O.O
* gap between HOMO and LUMO: 9.8 eV
* maximum force: 3.42 eV/A

```
22
Properties=species:S:1:pos:R:3:forces:R:3
C -0.835670 -0.393644 0.568322 -0.2 -2.3 -2.5
N -2.263229 -0.277407 0.212418 -0.7 2.4 0.3
H -0.354067 -0.724425 -0.367123 0.6 0.5 0.3
H -0.684058 -1.282772 1.183358 0.0 0.6 0.7
H -0.379508 0.531824 0.894465 -0.3 -0.1 0.4
H -2.346013 0.647535 -0.213931 -0.2 0.2 0.7
H -2.685935 -0.775630 -0.560130 0.9 -1.3 0.2
O 2.890488 1.289961 2.026576 0.1 0.3 -0.3
H 3.422439 1.161585 1.233393 0.0 -0.2 0.0
H 2.744367 2.244557 2.018734 -0.1 -0.1 0.2
O 0.003952 3.091040 -1.528624 -0.5 0.3 0.7
H 0.383361 2.215282 -1.411742 0.2 0.0 -0.7
H 0.241385 3.480780 -2.370306 0.3 -0.5 -0.1
O 1.875522 -2.943034 -1.363423 -0.1 0.3 0.1
H 2.165477 -3.806179 -1.670222 0.1 0.0 0.2
H 2.333199 -2.750632 -0.533951 0.0 -0.3 -0.3
O -3.398711 -0.717693 2.878433 0.3 0.1 -0.2
H -2.998619 -0.461951 2.019268 -0.4 -0.1 0.0
H -2.699453 -1.208175 3.319958 -0.1 0.0 0.1
O 1.095148 0.035540 -2.387073 -0.1 -0.2 -0.1
H 0.836955 -0.814091 -2.006624 0.2 0.0 0.1
H 1.308963 -0.206490 -3.294957 0.1 0.2 0.0
```
Positions in Å, forces in eV/Å.

Atom-resolved charges from Löwdin, all expressed in e: C -0.144; N -0.077; H 0.041; H 0.072; H 0.083; H 0.074; H 0.076; O -0.065; H 0.030; H 0.037; O -0.064; H -0.001; H 0.030; O -0.054; H 0.040; H 0.048; O -0.097; H -0.022; H 0.016; O -0.061; H -0.004; H 0.044

Entry 2:
Formula: C6H36N2O10
Source: OMol25
Level of theory: the ωB97M-V functional and the def2-TZVPD basis

* E: -30261.6194 eV
* charge: 0
* SMILES string: CCC[C@H](C)NCN.O.O.O.O.O.O.O.O.O.O
* gap between HOMO and LUMO: 8.9 eV
* maximum force: 2.94 eV/A

```
54
Properties=species:S:1:pos:R:3:forces:R:3
C -0.948388 1.770413 -3.411560 -0.6 0.4 -2.0
C -1.236561 0.914024 -2.187357 0.8 1.0 0.7
C -1.368113 1.891432 -0.986882 0.1 -1.2 1.8
C -0.449492 1.569015 0.285087 -0.3 -0.9 -2.8
C -0.286616 2.823786 1.102669 1.5 0.4 0.0
N 0.839831 0.932162 -0.158986 -1.5 0.6 0.8
C 1.837008 0.881453 0.905022 1.3 -1.0 -1.0
N 2.863812 -0.125435 0.628523 0.0 0.8 1.0
H -0.414989 2.693587 -3.214917 -0.1 0.1 0.6
H -0.337384 1.407577 -4.242436 0.1 -1.0 0.4
H -1.849249 2.066015 -3.969327 -0.2 0.0 0.5
H -2.133470 0.300744 -2.185074 -0.1 0.0 -0.7
H -0.398740 0.237970 -2.004522 0.0 0.0 0.0
H -2.348117 1.751611 -0.512354 -0.3 0.3 -0.4
H -1.315384 2.936741 -1.245787 0.3 0.3 -0.3
H -0.993035 0.682511 0.611642 -0.3 0.7 1.6
H -1.158646 3.373808 1.456195 -0.2 -0.3 -0.1
H 0.454378 2.713117 1.892831 -0.5 -0.3 0.6
H 0.287832 3.507738 0.456061 -0.5 0.1 -0.2
H 1.130719 1.420770 -1.003376 0.7 -0.1 0.2
H 1.456760 0.539016 1.867654 -0.9 0.7 -0.1
H 2.332042 1.849796 0.992628 0.1 0.0 0.5
H 2.477954 -0.969533 0.244270 0.2 0.0 -0.5
H 3.676076 0.258681 0.182044 -0.1 -0.4 -0.6
O 3.364736 -0.260291 -2.592850 0.4 -0.4 0.0
H 2.805993 -1.069170 -2.540678 -0.3 0.4 0.0
H 4.268782 -0.585442 -2.551455 0.0 0.1 -0.1
O -1.593413 -2.002705 3.939937 0.1 0.0 0.3
H -0.960714 -2.712457 3.799242 -0.1 0.0 -0.2
H -1.880584 -1.687801 3.074099 -0.1 -0.1 0.0
O -2.978273 -0.637750 1.640048 -0.2 -0.1 -0.3
H -3.539307 -0.007065 2.117623 0.3 0.2 0.4
H -3.263933 -0.549821 0.724604 -0.1 -0.1 -0.1
O 2.029450 2.099497 -3.132387 1.3 -0.3 -0.1
H 2.478017 1.231120 -3.233496 -0.8 -0.2 0.2
H 2.861322 2.595641 -3.106281 -0.5 0.6 0.1
O -0.502434 -1.731750 0.602706 -0.1 0.1 -0.1
H -0.230310 -0.839110 0.304478 0.4 -0.2 -0.2
H -1.352994 -1.597257 1.046033 0.1 0.1 0.1
O 1.498104 -2.161679 -2.351692 0.5 0.1 -0.3
H 1.642087 -2.758655 -1.594634 -0.4 0.0 -0.3
H 0.572154 -2.162959 -2.618298 -0.1 -0.2 0.3
O -1.383677 -2.874569 -2.009676 -0.2 0.3 -0.4
H -1.179941 -3.812331 -1.980846 0.0 0.0 0.3
H -1.266785 -2.506834 -1.122486 0.3 -0.3 0.1
O -0.394488 0.542288 3.983474 0.0 -0.6 0.1
H -0.060999 -0.026599 3.277013 0.1 0.5 -0.3
H -0.727727 -0.176767 4.545385 -0.2 0.3 0.2
O -3.108329 1.794256 3.142368 -0.2 0.0 -0.1
H -2.446749 1.598718 3.819573 0.1 -0.1 -0.1
H -2.576226 2.001614 2.365905 0.1 0.0 0.1
O 1.696843 -3.550341 -0.083652 0.0 0.0 -0.9
H 2.234618 -4.145186 0.436963 -0.2 0.2 0.5
H 1.090123 -2.975084 0.396235 0.0 -0.3 0.7
```
Positions in Å, forces in eV/Å.

Atom-resolved charges from Löwdin, all expressed in e: C -0.129; C -0.220; C -0.145; C -0.380; C -0.060; N -0.034; C -0.297; N 0.023; H 0.052; H 0.065; H 0.073; H 0.099; H 0.080; H 0.097; H 0.097; H 0.084; H 0.082; H 0.066; H 0.097; H 0.095; H 0.098; H 0.118; H 0.034; H 0.051; O -0.081; H 0.005; H 0.050; O -0.044; H 0.054; H -0.005; O -0.056; H 0.050; H 0.064; O -0.081; H 0.009; H 0.044; O -0.055; H 0.025; H 0.013; O -0.066; H -0.002; H 0.030; O -0.057; H 0.049; H 0.000; O -0.066; H 0.012; H 0.029; O -0.054; H 0.033; H 0.010; O -0.041; H 0.066; H 0.016

Entry 3:
Formula: C22H30BIrN9PS2
Source: OMol25
Level of theory: the ωB97M-V functional and the def2-TZVPD basis

* 2S+1: 6
* E: -71178.4830 eV
* charge: +1
* gap between HOMO and LUMO (spin up / spin down): 7.2 / 6.5 eV
* maximum force: 0.66 eV/A

```
66
Properties=species:S:1:pos:R:3:forces:R:3
Ir -0.090566 -0.551389 -0.317793 0.5 -0.3 -0.3
C 4.452649 0.934606 2.987356 -0.1 -0.1 0.0
N 3.424287 0.060826 2.424984 0.1 0.1 0.1
C 3.198225 -1.237163 2.794989 0.1 0.1 0.0
C 2.160888 -1.680508 2.031268 -0.1 0.1 0.0
N 1.744929 -0.665728 1.212572 -0.1 -0.1 0.0
C 2.522147 0.376232 1.462524 0.1 -0.1 0.1
P 2.477085 1.987550 0.621727 -0.1 0.1 0.0
C 0.714818 2.367911 0.875496 -0.1 0.0 0.1
N -0.278471 1.492348 0.851011 -0.3 0.1 -0.2
C -1.434492 2.178212 1.111032 0.1 0.0 0.0
C -1.125607 3.492330 1.305408 0.1 0.0 0.1
N 0.233435 3.602158 1.164391 0.0 0.2 0.0
C 1.002430 4.838659 1.290388 -0.1 -0.1 0.0
C 2.437947 1.324239 -1.073156 0.1 -0.1 -0.1
N 1.780134 0.246514 -1.469225 0.0 0.1 -0.1
C 2.095443 0.038832 -2.783058 0.0 0.0 0.1
C 2.966947 1.007020 -3.183283 0.0 0.1 0.1
N 3.179665 1.814791 -2.097048 0.0 0.1 -0.1
C 4.037118 2.997626 -2.073350 0.0 -0.1 0.0
H 4.961953 0.394989 3.779627 0.0 0.0 0.0
H 4.006232 1.832308 3.406837 0.0 0.0 0.0
H 5.179081 1.212029 2.227536 0.0 0.0 0.0
H 3.784101 -1.725565 3.555078 0.0 0.0 0.0
H 1.690252 -2.648081 2.031172 0.0 0.0 0.0
H -2.397001 1.692831 1.112529 0.1 0.0 0.0
H -1.747671 4.343858 1.525088 0.0 0.0 0.0
H 0.312943 5.651438 1.496087 0.0 0.0 0.0
H 1.531327 5.058404 0.366146 0.0 0.0 0.0
H 1.715966 4.767097 2.107752 0.0 0.0 0.0
H 1.669602 -0.774292 -3.346895 0.0 0.0 0.0
H 3.442788 1.187871 -4.132030 0.0 0.0 0.0
H 4.425373 3.158574 -3.073992 0.0 0.0 0.0
H 4.871033 2.857337 -1.390126 0.0 0.0 0.0
H 3.469269 3.875519 -1.776935 0.0 0.0 0.0
C -2.522060 0.854863 -4.394062 0.0 -0.1 0.0
C -1.683305 0.163210 -3.344788 -0.1 0.0 -0.1
S -0.962182 1.169629 -2.206991 0.0 0.0 0.1
C -1.535947 -1.229967 -3.362364 0.0 0.1 -0.2
C -2.236600 -2.069764 -4.399234 0.0 0.0 0.0
S -0.582290 -2.111523 -2.275000 0.0 0.1 0.3
H -2.491498 1.932513 -4.259827 0.0 0.0 0.0
H -3.563239 0.533180 -4.316216 0.0 0.0 0.0
H -2.170801 0.620218 -5.400686 0.0 0.0 0.0
H -2.622141 -1.481138 -5.227129 0.0 0.0 0.0
H -3.076654 -2.586925 -3.930084 0.0 0.0 0.0
H -1.564155 -2.833278 -4.790977 0.0 0.0 0.0
B -4.989585 -0.427324 -0.055744 -0.2 0.0 -0.1
C -3.426129 -0.449947 -0.136275 0.0 -0.1 0.0
N -2.270035 -0.444065 -0.168324 -0.3 0.0 0.1
H -5.314336 0.746393 -0.075033 0.0 -0.1 0.1
H -5.420911 -1.003448 -1.035086 0.1 0.0 0.1
H -5.302579 -0.992254 0.974318 0.0 0.1 -0.1
N -2.415902 -4.867793 3.904443 0.1 0.0 0.0
C -1.858967 -3.992592 3.033847 0.0 0.0 0.0
C -1.798567 -2.618672 3.316575 0.0 0.0 0.0
C -1.229698 -1.770698 2.402264 0.0 0.0 0.0
N -0.708575 -2.184324 1.239615 0.0 0.0 -0.1
C -0.761877 -3.493267 0.965146 0.0 0.1 -0.1
C -1.304582 -4.421647 1.818470 0.0 0.0 0.0
H -2.927143 -4.531397 4.700025 0.0 0.0 0.0
H -2.567472 -5.822403 3.633956 0.0 0.0 0.0
H -2.217900 -2.223644 4.232928 0.0 0.0 0.0
H -1.196542 -0.703681 2.590280 0.0 0.0 0.0
H -0.366145 -3.803018 0.004621 0.0 0.0 0.0
H -1.326415 -5.466622 1.537213 0.0 0.0 0.0
```
Positions in Å, forces in eV/Å.

Atom-resolved charges from Löwdin, all expressed in e: Ir 1.171; C -0.015; N -0.117; C -0.031; C -0.102; N -0.036; C -0.458; P 1.179; C -0.470; N -0.067; C -0.118; C -0.024; N -0.116; C -0.013; C -0.472; N -0.105; C -0.144; C -0.028; N -0.114; C -0.013; H 0.095; H 0.089; H 0.091; H 0.129; H 0.104; H 0.102; H 0.132; H 0.096; H 0.086; H 0.090; H 0.086; H 0.130; H 0.096; H 0.091; H 0.086; C -0.117; C -0.744; S 0.756; C -0.750; C -0.110; S 0.672; H 0.061; H 0.100; H 0.086; H 0.068; H 0.096; H 0.076; B -0.408; C -0.210; N -0.076; H 0.006; H 0.004; H 0.003; N 0.144; C -0.302; C 0.006; C -0.149; N -0.116; C -0.156; C 0.003; H 0.110; H 0.110; H 0.119; H 0.106; H 0.081; H 0.118